No. 1
The following is a DFT calculation (ωB97M-V/def2-TZVPD) of a structure of composition C5H4F3NO at a distorted geometry.

The geometry in ORCA input format:
```
! RIJCOSX wB97M-V def2-TZVPD def2/J DEFGRID3
* xyz 0 3
C 0.336 -1.324 0.113
C 1.882 0.370 -0.023
C -0.562 -0.339 0.164
C 0.783 1.170 -0.030
C -2.087 -0.250 0.185
N 1.638 -0.994 0.075
O 0.594 2.457 -0.370
F -2.470 0.990 -0.320
F -2.636 -1.220 -0.497
F -2.562 -0.254 1.442
H 0.023 -2.296 -0.107
H 2.925 0.749 -0.173
H 2.331 -1.611 0.453
H -0.195 2.551 -0.913
*
```

Results
Kohn-Sham gap (alpha / beta): 5.25 / 6.99 eV
ΔE to the lowest compared entry with this formula, charge and spin: 0.806 eV
E_tot: -622.2812 hartree
HOMO (alpha / beta): -4.6 / -9.0 eV
Lowest unoccupied orbital energy (alpha / beta): 0.660 / -2.026 eV

No. 2
The following is a DFT calculation (ωB97M-V/def2-TZVPD) of a structure of composition C11H7FeNO4 at a distorted geometry.

The geometry in ORCA input format:
```
! RIJCOSX wB97M-V def2-TZVPD def2/J DEFGRID3
* xyz 0 5
O -2.454 0.753 -0.158
C -3.626 0.973 -0.609
N -4.716 1.158 -1.019
O 4.126 1.160 1.394
C 3.148 0.625 1.036
Fe 1.455 0.353 0.872
C 0.898 0.957 2.449
O 0.497 1.559 3.362
C 1.148 1.938 0.234
O 1.000 3.075 0.002
C -1.831 -0.607 -0.415
C -1.135 -0.509 -1.728
C 0.170 -0.288 -1.952
C 1.309 -0.490 -1.080
C 1.323 -1.495 -0.048
C 0.233 -1.553 0.860
C -0.901 -0.735 0.783
H -2.586 -1.421 -0.409
H -1.832 -0.493 -2.575
H 0.413 0.103 -2.950
H 2.259 -0.215 -1.563
H 2.174 -2.179 0.086
H 0.275 -2.273 1.696
H -1.347 -0.398 1.733
*
```

Results
Kohn-Sham gap (alpha / beta): 6.45 / 6.23 eV
ΔE to the lowest compared entry with this formula, charge and spin: 0.239 eV
E_tot: -2042.5316 hartree
HOMO (alpha / beta): -6.6 / -8.9 eV
Lowest unoccupied orbital energy (alpha / beta): -0.137 / -2.651 eV

No. 3
The following is a DFT calculation (ωB97M-V/def2-TZVPD) of an isolated molecule of C4H3NO2 at a distorted geometry.

The geometry in ORCA input format:
```
! RIJCOSX wB97M-V def2-TZVPD def2/J DEFGRID3
* xyz 0 1
O -2.548 -0.043 0.237
C -1.304 -0.031 -0.014
C -0.499 1.284 -0.174
N 0.777 1.151 0.054
C 1.403 -0.089 0.238
C 0.597 -1.219 -0.035
O -0.731 -1.132 -0.094
H -1.081 2.232 -0.312
H 2.397 0.042 0.392
H 0.988 -2.196 -0.292
*
```

Results
Kohn-Sham gap: 9.09 eV
ΔE to the lowest compared entry with this formula, charge and spin: 2.359 eV
E_tot: -359.3837 hartree
HOMO: -9.5 eV
Lowest unoccupied orbital energy: -0.411 eV
Structure (SMILES): O=c1cncco1

No. 4
The following is a DFT calculation (ωB97M-V/def2-TZVPD) of a cluster of 2 separate species, C3H5NO3 in total.

The geometry in ORCA input format:
```
! RIJCOSX wB97M-V def2-TZVPD def2/J DEFGRID3
* xyz 0 1
C 1.102 -0.218 -0.007
C -1.284 -0.928 -0.212
N 1.064 0.835 0.774
C -1.735 0.292 0.182
O 1.667 -0.123 -1.221
O -1.210 -2.068 -0.509
O -1.378 0.879 1.284
H 1.638 -0.977 -1.672
H 1.006 -1.207 0.429
H 0.037 0.959 1.269
H 1.323 1.697 0.302
H -2.230 0.857 -0.620
*
```

Results
Kohn-Sham gap: 7.78 eV
ΔE to the lowest compared entry with this formula, charge and spin: 4.129 eV
E_tot: -397.6850 hartree
HOMO: -7.5 eV
Lowest unoccupied orbital energy: 0.291 eV

No. 5
The following is a DFT calculation (ωB97M-V/def2-TZVPD) of a cluster of 3 separate species, C3H11NO3 in total at a distorted geometry.

The geometry in ORCA input format:
```
! RIJCOSX wB97M-V def2-TZVPD def2/J DEFGRID3
* xyz 0 1
C 0.203 -0.804 -0.959
C 1.080 -0.434 -2.138
O -0.880 -1.624 -1.301
O 0.885 -1.320 0.069
H -1.316 -1.277 -2.089
H 0.348 -1.071 0.945
H -0.299 0.267 -0.486
H 1.509 -1.341 -2.568
H 0.499 0.078 -2.907
H 1.882 0.227 -1.814
C -0.577 1.514 0.325
N -0.273 0.374 2.919
O -0.651 -0.376 1.853
H -1.080 0.618 3.487
H 0.439 -0.087 3.481
H 0.254 1.628 1.003
H -1.544 1.579 0.797
H -0.478 2.049 -0.617
*
```

Results
Kohn-Sham gap (alpha / beta): 9.13 / 6.08 eV
ΔE to the lowest compared entry with this formula, charge and spin: 6.724 eV
E_tot: -401.1659 hartree
HOMO (alpha / beta): -9.3 / -7.0 eV
Lowest unoccupied orbital energy (alpha / beta): -0.157 / -0.947 eV

No. 6
The following is a DFT calculation (ωB97M-V/def2-TZVPD) of a structure of composition C59H54BrF2N13O4S2 at a distorted geometry.

The geometry in ORCA input format:
```
! RIJCOSX wB97M-V def2-TZVPD def2/J DEFGRID3
* xyz 0 1
C 2.074 -4.969 -0.649
S 0.549 -4.538 -1.480
O 0.739 -4.512 -2.902
O -0.428 -5.480 -1.005
C 0.209 -2.867 -0.889
C 1.283 -2.079 -0.726
C 1.178 -0.733 -0.275
N 2.144 0.182 -0.070
S 1.302 1.463 0.433
N -0.189 0.960 0.432
C -0.148 -0.312 0.022
C -1.277 -1.157 -0.108
Br -2.953 -0.465 0.400
C -1.118 -2.424 -0.583
N -2.179 -3.397 -0.812
C -2.691 -4.021 0.338
O -3.505 -4.864 0.314
F -2.134 -3.632 1.477
C -3.191 -2.976 -1.706
O -4.321 -2.777 -1.476
F -2.709 -2.809 -2.927
H 2.949 -4.725 -1.243
H 2.014 -6.005 -0.336
H 2.125 -4.374 0.264
H 2.265 -2.480 -0.945
N 0.393 0.194 -3.804
C 0.907 1.115 -4.620
C 1.568 0.814 -5.801
C 1.701 -0.521 -6.151
C 1.174 -1.493 -5.315
C 0.530 -1.087 -4.159
H 0.781 2.144 -4.306
H 1.962 1.597 -6.422
H 2.211 -0.802 -7.065
H 1.258 -2.545 -5.553
H 0.109 -1.791 -3.450
N -3.393 2.850 3.128
C -3.511 3.502 4.283
C -2.433 3.938 5.038
C -1.157 3.679 4.567
C -1.013 3.000 3.368
C -2.157 2.610 2.688
H -4.529 3.680 4.614
H -2.592 4.463 5.970
H -0.288 4.000 5.127
H -0.034 2.776 2.966
H -2.091 2.080 1.745
N -6.241 2.105 7.525
C -7.478 2.325 7.968
C -8.600 2.324 7.152
C -8.427 2.085 5.799
C -7.148 1.855 5.318
C -6.096 1.875 6.220
H -7.569 2.510 9.033
H -9.579 2.509 7.570
H -9.277 2.078 5.127
H -6.966 1.665 4.269
H -5.078 1.697 5.890
N 2.368 3.736 -5.694
C 2.225 4.440 -6.816
C 2.559 5.781 -6.932
C 3.068 6.428 -5.819
C 3.224 5.713 -4.642
C 2.861 4.375 -4.635
H 1.819 3.895 -7.663
H 2.422 6.301 -7.870
H 3.340 7.475 -5.867
H 3.617 6.180 -3.750
H 2.969 3.775 -3.736
N 4.157 -1.998 -8.292
C 4.160 -3.331 -8.344
C 5.243 -4.115 -7.977
C 6.391 -3.482 -7.532
C 6.408 -2.099 -7.469
C 5.271 -1.408 -7.857
H 3.242 -3.786 -8.700
H 5.185 -5.193 -8.040
H 7.259 -4.058 -7.237
H 7.284 -1.564 -7.127
H 5.243 -0.325 -7.817
N -3.455 0.192 10.128
C -2.688 -0.876 10.346
C -2.879 -2.101 9.725
C -3.928 -2.228 8.830
C -4.738 -1.129 8.592
C -4.461 0.054 9.262
H -1.880 -0.735 11.056
H -2.222 -2.933 9.940
H -4.112 -3.168 8.325
H -5.569 -1.184 7.901
H -5.069 0.936 9.099
N 4.351 -2.427 2.001
C 3.236 -2.324 2.721
C 3.212 -1.998 4.068
C 4.419 -1.752 4.702
C 5.591 -1.842 3.968
C 5.504 -2.180 2.625
H 2.314 -2.520 2.181
H 2.273 -1.937 4.602
H 4.446 -1.492 5.753
H 6.555 -1.657 4.421
H 6.397 -2.260 2.019
N 4.776 1.238 -11.793
C 4.718 0.888 -13.076
C 4.471 -0.405 -13.510
C 4.277 -1.392 -12.556
C 4.336 -1.050 -11.214
C 4.586 0.275 -10.891
H 4.878 1.691 -13.788
H 4.431 -0.631 -14.567
H 4.082 -2.415 -12.854
H 4.191 -1.785 -10.438
H 4.635 0.592 -9.856
N 8.501 -0.846 1.966
C 9.715 -1.181 1.533
C 10.621 -0.274 1.005
C 10.243 1.056 0.918
C 8.983 1.423 1.362
C 8.155 0.437 1.877
H 9.969 -2.232 1.616
H 11.595 -0.602 0.671
H 10.920 1.796 0.511
H 8.648 2.449 1.312
H 7.161 0.679 2.238
N -12.410 1.908 8.505
C -13.640 2.132 8.962
C -14.770 2.132 8.159
C -14.614 1.890 6.804
C -13.341 1.657 6.310
C -12.280 1.676 7.201
H -13.716 2.320 10.027
H -15.746 2.318 8.586
H -15.472 1.883 6.143
H -13.174 1.464 5.259
H -11.268 1.492 6.860
*
```

Results
Kohn-Sham gap: 7.81 eV
E_tot: -6863.5012 hartree
HOMO: -9.2 eV
Lowest unoccupied orbital energy: -1.383 eV

No. 7
The following is a DFT calculation (ωB97M-V/def2-TZVPD) of an isolated molecule of C5H5Cl2N at a distorted geometry.

The geometry in ORCA input format:
```
! RIJCOSX wB97M-V def2-TZVPD def2/J DEFGRID3
* xyz 0 1
N -1.251 0.645 1.069
C 0.243 0.514 0.696
C 0.604 -0.838 0.732
C 0.578 -1.426 -0.517
Cl 0.839 -3.077 -0.986
C 0.278 -0.355 -1.531
C 0.011 0.755 -0.839
Cl -0.371 2.125 -1.673
H -1.780 1.430 0.640
H -1.158 0.904 2.110
H 0.952 1.100 1.264
H 0.907 -1.274 1.625
H 0.148 -0.501 -2.588
*
```

Results
Kohn-Sham gap: 8.93 eV
ΔE to the lowest compared entry with this formula, charge and spin: 2.209 eV
E_tot: -1168.5875 hartree
HOMO: -8.5 eV
Lowest unoccupied orbital energy: 0.389 eV
Structure (SMILES): N[C@H]1C=C(Cl)C=C1Cl

No. 8
The following is a DFT calculation (ωB97M-V/def2-TZVPD) of the ion C3H8NO2 with charge -1 at a distorted geometry.

The geometry in ORCA input format:
```
! RIJCOSX wB97M-V def2-TZVPD def2/J DEFGRID3
* xyz -1 1
N -0.263 -0.688 -1.689
C -0.133 -0.312 -0.248
C -1.449 0.359 0.280
O -1.545 0.329 1.608
C 1.033 0.574 -0.005
O 2.284 -0.142 0.209
H -1.260 -0.706 -1.854
H -0.099 -1.689 -1.803
H -0.077 -1.200 0.392
H -2.289 -0.135 -0.277
H -1.404 1.412 -0.139
H 0.861 1.120 0.936
H 1.245 1.315 -0.771
H 2.079 -0.827 0.855
*
```

Results
Kohn-Sham gap: 6.61 eV
ΔE to the lowest compared entry with this formula, charge and spin: 2.743 eV
E_tot: -324.3146 hartree
HOMO: -2.5 eV
Lowest unoccupied orbital energy: 4.096 eV
Structure (SMILES): N[C@H](C[O-])CO

What is the E_tot in the fifth record? -401.1659 hartree

E_tot of number 6 (C59H54BrF2N13O4S2)? -6863.5012 hartree

Among the records above, which one has the lowest E_tot? C59H54BrF2N13O4S2

E_tot of number 5 (C3H11NO3)? -401.1659 hartree